Record 1
Entry from the OMol25 dataset: C35H66CdN8O3P2S as an isolated structure (ωB97M-V/def2-TZVPD).

Geometry as XYZ:
```
116
C35H66CdN8O3P2S ωB97M-V/def2-TZVPD
Cd -0.589 0.260 -0.017
C -5.926 -2.740 1.462
C -5.514 -1.282 1.633
N -4.166 -1.123 2.154
C -3.049 -1.170 1.393
S -1.540 -0.861 2.207
N -3.243 -1.497 0.126
N -2.162 -1.323 -0.671
C -2.133 -1.888 -1.816
C -3.214 -2.792 -2.322
C -0.934 -1.603 -2.645
C -0.606 -2.422 -3.717
C 0.524 -2.139 -4.466
C 1.287 -1.032 -4.139
C 0.884 -0.259 -3.061
N -0.189 -0.534 -2.332
H -6.911 -2.803 0.995
H -5.205 -3.253 0.826
H -5.969 -3.250 2.427
H -5.572 -0.766 0.675
H -6.187 -0.778 2.327
H -4.024 -0.913 3.125
H -4.137 -2.558 -1.796
H -3.359 -2.665 -3.395
H -2.975 -3.843 -2.128
H -1.226 -3.277 -3.953
H 0.799 -2.771 -5.301
H 2.168 -0.761 -4.705
H 1.434 0.632 -2.780
C -1.649 2.315 -0.276
C -0.430 2.913 0.262
C 0.345 3.301 -0.864
C -0.452 3.074 -2.023
C -1.667 2.501 -1.688
C -2.856 2.316 -2.617
C -3.294 3.707 -3.103
C -4.038 1.663 -1.895
C -2.502 1.471 -3.847
C 1.792 3.784 -1.062
C 1.797 5.270 -1.445
C 2.747 3.552 0.113
C 2.426 2.988 -2.218
C -0.458 3.407 1.731
C -0.324 4.939 1.747
C 0.548 2.763 2.693
C -1.832 3.113 2.359
H -2.557 2.213 0.301
H -0.138 3.302 -3.038
H -3.504 4.358 -2.251
H -4.197 3.634 -3.719
H -2.507 4.177 -3.697
H -4.420 2.312 -1.103
H -3.759 0.707 -1.447
H -4.852 1.485 -2.604
H -1.623 1.874 -4.359
H -3.337 1.458 -4.556
H -2.282 0.445 -3.558
H 1.389 5.881 -0.637
H 1.182 5.440 -2.332
H 2.815 5.615 -1.659
H 2.553 4.198 0.962
H 3.772 3.751 -0.215
H 2.691 2.512 0.439
H 1.847 3.060 -3.140
H 2.501 1.933 -1.936
H 3.437 3.356 -2.421
H 0.653 5.277 1.421
H -0.495 5.322 2.758
H -1.066 5.382 1.079
H 1.583 2.942 2.425
H 0.385 1.684 2.717
H 0.388 3.159 3.702
H -2.637 3.620 1.823
H -1.833 3.482 3.388
H -2.043 2.041 2.389
C 3.636 -4.637 0.864
N 2.893 -3.822 -0.087
C 2.829 -4.423 -1.420
P 1.504 -3.037 0.388
O 0.975 -2.201 -0.698
O 2.069 -2.273 1.693
P 2.449 -0.702 1.858
O 1.574 0.175 1.058
N 2.448 -0.615 3.501
C 1.277 -1.111 4.233
C 3.019 0.597 4.107
N 4.023 -0.518 1.433
C 5.051 -1.357 2.037
C 4.325 -0.097 0.062
N 0.403 -4.097 0.989
C -0.938 -4.191 0.413
C 0.548 -4.722 2.294
H 4.666 -4.743 0.517
H 3.210 -5.644 0.966
H 3.656 -4.163 1.843
H 3.839 -4.497 -1.829
H 2.233 -3.797 -2.081
H 2.395 -5.432 -1.391
H 0.888 -2.015 3.773
H 0.475 -0.368 4.266
H 1.581 -1.343 5.255
H 3.798 1.012 3.470
H 3.462 0.333 5.070
H 2.258 1.360 4.269
H 4.728 -1.700 3.018
H 5.970 -0.780 2.156
H 5.272 -2.225 1.409
H 3.532 0.543 -0.313
H 4.429 -0.961 -0.604
H 5.260 0.466 0.057
H -0.980 -3.638 -0.521
H -1.679 -3.766 1.093
H -1.183 -5.240 0.223
H 1.516 -4.495 2.736
H 0.450 -5.808 2.217
H -0.228 -4.356 2.975
```

HOMO energy	-6.3	eV
frontier orbital gap	6.57	eV


Record 2
Entry from the OMol25 dataset: C9H20ClHfN5O10 as an isolated structure (ωB97M-V/def2-TZVPD).

Geometry as XYZ:
```
46
C9H20ClHfN5O10 ωB97M-V/def2-TZVPD
C -0.260 0.861 2.523
C -1.384 1.193 1.477
N -1.446 2.653 1.129
C -0.795 3.347 0.130
C -1.359 4.638 0.125
N -2.235 4.759 1.220
C -2.312 3.525 1.783
C -3.111 5.950 1.468
H -0.197 -0.177 2.851
H -0.313 1.493 3.410
H 0.745 0.893 2.103
H -2.423 0.981 1.728
H -1.241 0.629 0.555
H -0.063 2.820 -0.464
H -1.263 5.437 -0.596
H -3.019 3.205 2.535
H -4.144 5.644 1.304
H -2.887 6.790 0.811
H -3.066 6.194 2.530
Hf -0.067 -2.342 -4.184
Cl 1.447 -0.815 -0.760
O 2.858 -1.080 -0.945
O 1.081 -1.405 0.554
O 1.110 0.586 -0.779
O 0.694 -1.503 -1.749
C 3.493 -0.169 -5.613
N 2.937 0.153 -4.240
O 3.601 0.850 -3.451
O 1.820 -0.253 -4.094
H 3.144 0.620 -6.278
H 3.119 -1.155 -5.892
H 4.568 -0.257 -5.455
C -0.593 -3.107 3.254
N -2.055 -3.159 3.444
O -2.725 -2.178 3.396
O -2.536 -4.241 3.658
H -0.338 -2.112 3.616
H -0.409 -3.146 2.180
H -0.268 -4.019 3.754
C 2.009 -4.540 -0.801
N 0.602 -4.632 -1.247
O 0.292 -4.202 -2.361
O -0.176 -5.095 -0.481
H 2.186 -4.734 0.256
H 2.473 -3.580 -1.025
H 2.507 -5.319 -1.379
```

ΔE to the lowest compared entry with this formula, charge and spin	19.7	kcal per mole
HOMO energy	-20.7	eV
frontier orbital gap	1.91	eV
charge	+4


Record 3
Entry from the OMol25 dataset: C20H17IIrN3OS3 as an isolated structure (ωB97M-V/def2-TZVPD).

Geometry as XYZ:
```
46
C20H17IIrN3OS3 ωB97M-V/def2-TZVPD
Ir -0.269 -0.010 0.054
N -0.001 -0.952 2.378
C 1.034 -0.425 3.176
C 0.775 0.092 4.441
C 1.814 0.508 5.253
C 3.128 0.379 4.818
C 3.390 -0.068 3.538
C 2.350 -0.427 2.673
C 2.651 -0.596 1.249
C 3.882 -1.161 0.885
C 4.390 -1.003 -0.385
C 3.699 -0.223 -1.304
C 2.456 0.289 -0.974
C 1.852 0.023 0.259
H -0.894 -0.956 2.860
H 0.226 -1.887 2.045
H -0.243 0.157 4.795
H 1.605 0.900 6.235
H 3.944 0.668 5.462
H 4.410 -0.097 3.187
H 4.430 -1.722 1.628
H 5.342 -1.436 -0.649
H 4.113 -0.018 -2.279
H 1.945 0.892 -1.714
S -3.714 -3.190 0.294
C -2.737 -1.951 0.206
N -2.065 -0.982 0.117
C -4.197 1.980 0.109
O -3.285 2.793 -0.616
C -2.043 2.901 -0.226
S -0.983 3.934 -1.003
S -1.308 2.122 1.104
H -5.110 1.960 -0.480
H -4.398 2.411 1.091
H -3.808 0.967 0.229
I 0.463 -2.587 -1.736
C -0.005 -0.960 -3.025
C 0.138 -1.124 -4.388
C -0.174 -0.048 -5.203
C -0.604 1.132 -4.616
C -0.725 1.184 -3.236
N -0.423 0.155 -2.448
H 0.493 -2.060 -4.786
H -0.080 -0.140 -6.273
H -0.854 1.993 -5.213
H -1.067 2.088 -2.751
```

⟨S²⟩	0.8058
2S+1	2
ΔE to the lowest compared entry with this formula, charge and spin	94.7	kcal per mole
HOMO energy (spin up / spin down)	-11.1 / -10.4	eV
frontier orbital gap (spin up / spin down)	5.32 / 4.02	eV
charge	+1


| no. | strongest force on any atom (eV/Å) | DFT total energy (eV) |
| --- | --- | --- |
| 1 | 0.7 | -89412.664 |
| 2 | 6.0 | -51340.508 |
| 3 | 3.4 | -70969.246 |